--- one ---
27
Properties=species:S:1:pos:R:3 method="wB97M-V/def2-TZVPD" smiles=Cc1ccc(O)cc1.CCC e_homo_ev=-8.414 homo_lumo_gap_ev=9.30
C 0.2556 -0.3678 3.5859
C 1.3582 -0.7070 2.5616
C -1.1516 -0.7551 3.0978
H 0.4604 -0.7468 4.5836
H 0.2503 0.7160 3.6824
H 0.9811 -0.6968 1.5434
H -1.8850 0.0367 3.2709
H -1.1693 -0.8401 2.0106
H 1.7504 -1.7045 2.7548
H 2.1297 0.0627 2.6371
H -1.5471 -1.6911 3.4895
C -2.2148 2.0173 -0.7145
C 1.0268 -0.5552 -1.7028
C -0.2079 -0.7262 -2.3654
C 1.2385 0.3394 -0.7055
C -1.2475 0.1077 -2.0531
C 0.0967 1.0966 -0.3240
C -1.0731 1.0594 -1.0271
O 2.0283 -1.3132 -2.2815
H -0.2919 -1.5615 -3.0472
H 2.9093 -1.0798 -1.9832
H 2.1434 0.5563 -0.1594
H -2.2472 -0.0109 -2.4386
H 0.2012 1.7841 0.4989
H -1.9920 2.9367 -1.2471
H -2.3151 2.1831 0.3568
H -3.1650 1.6199 -1.0620

=====

--- two ---
27
Properties=species:S:1:pos:R:3 method="wB97M-V/def2-TZVPD" smiles=Cc1ccc(O)cc1.CCC e_homo_ev=-8.500 homo_lumo_gap_ev=9.36
C 0.1927 -1.0413 2.3699
C 1.6837 -0.8338 2.6341
C -0.4523 0.2470 1.8548
H -0.2813 -1.3831 3.2938
H 0.0789 -1.8168 1.6063
H 1.8458 -0.0718 3.3941
H 2.1411 -1.7433 3.0350
H -0.5883 0.9339 2.6916
H -1.4538 0.0596 1.4646
H 2.2320 -0.6202 1.7185
H 0.1695 0.6934 1.0803
C -2.2152 -1.2586 -1.5242
C 0.2678 -0.7599 -1.7170
C -1.0416 -0.3137 -1.6116
C 1.3319 0.1283 -1.7549
C -1.2760 1.0596 -1.4297
C 1.0708 1.4833 -1.6434
C -0.2194 1.9457 -1.4000
O 2.1155 2.3615 -1.8232
H 0.4269 -1.8301 -1.8365
H 2.3477 -0.2391 -1.8021
H -2.0605 -2.0830 -2.2246
H -3.1081 -0.7551 -1.8940
H -2.3212 1.2899 -1.2474
H -0.3695 3.0193 -1.3643
H 1.9285 3.1766 -1.3359
H -2.4454 -1.6483 -0.5342

=====

--- three ---
27
Properties=species:S:1:pos:R:3 method="wB97M-V/def2-TZVPD" smiles=Cc1ccc(O)cc1.CCC e_homo_ev=-8.436 homo_lumo_gap_ev=9.32
C -1.1808 1.3290 -1.8868
C -1.1748 0.2768 -3.0035
C 0.0811 2.1370 -1.7363
H -2.0632 1.9497 -2.0632
H -1.3887 0.7904 -0.9695
H -0.1493 0.1614 -3.3636
H -1.6744 0.6031 -3.9243
H 0.9389 1.5065 -1.5041
H 0.3298 2.6716 -2.6524
H -1.6700 -0.6574 -2.7666
H -0.0412 2.8911 -0.9581
C 1.0815 1.2107 2.7632
C 0.8868 -2.4175 1.6080
C -0.0269 -2.2697 0.5856
C 1.2243 -1.3058 2.3904
C 0.6161 -0.0954 2.1633
C -0.5615 -1.0260 0.2594
C -0.3396 0.0188 1.1349
O -0.4458 -3.3764 -0.1256
H 1.4387 -3.3333 1.7804
H 2.0356 -1.4654 3.0882
H -1.2392 -1.0737 -0.5530
H 0.2948 -3.9982 -0.1779
H 0.4824 2.0619 2.4741
H 2.1531 1.2751 2.6109
H -0.7408 1.0116 0.9879
H 1.1332 1.1241 3.8385

=====

--- four ---
27
Properties=species:S:1:pos:R:3 method="wB97M-V/def2-TZVPD" smiles=Cc1ccc(O)cc1.CCC e_homo_ev=-8.344 homo_lumo_gap_ev=9.20
C 1.4014 -2.6491 1.0798
C 0.1188 -2.6802 1.9766
C 2.5032 -1.8290 1.7504
H 1.0935 -2.0749 0.1214
H 1.7237 -3.6827 1.0245
H 0.0164 -1.7673 2.5921
H -0.6459 -2.6445 1.1361
H 2.6288 -0.7930 1.5468
H 3.5088 -2.3494 1.4066
H 0.1161 -3.5723 2.7242
H 2.3543 -2.0045 2.8653
C -3.0444 -0.1731 0.1708
C -0.3795 0.1118 0.2455
C -1.7194 0.4393 -0.2645
C 0.8020 0.7848 -0.2120
C -1.8615 1.4618 -1.1428
C 0.5333 1.6852 -1.2177
C -0.7003 2.0186 -1.7534
O 1.6475 2.2712 -1.7920
H -0.3744 -0.5116 1.2308
H 1.8117 0.5383 0.0923
H -2.8098 -1.1961 0.3581
H -3.9842 -0.1169 -0.4614
H -2.8274 1.8178 -1.4664
H -0.8762 2.4507 -2.6868
H 2.3858 2.4466 -1.1752
H -3.2233 0.2696 1.2314

=====

Relative energy table, unit eV: one 0.396; two 0.000; three 0.613; four 2.307

=====

--- one ---
27
Properties=species:S:1:pos:R:3 method="wB97M-V/def2-TZVPD" smiles=Cc1ccc(O)cc1.CCC e_homo_ev=-8.236 homo_lumo_gap_ev=8.97
C -0.5239 3.0019 1.7922
C -1.1224 2.1114 -0.5501
C -0.3171 2.0510 0.6325
C -0.9873 1.2900 -1.6965
C -0.0627 0.2613 -1.5011
C 0.8661 1.1843 0.6330
C 0.9211 0.3585 -0.5020
O 0.2374 -0.5019 -2.6090
H -1.9508 2.7562 -0.5771
H -1.5894 1.5932 -2.5279
H -0.5143 2.7162 2.8638
H -1.5270 3.2464 1.6981
H 1.5558 1.4791 1.3836
H -0.3578 -0.3959 -3.4624
H 1.6266 -0.4192 -0.2462
H 0.1762 3.9206 1.7953
C -0.2830 -2.7494 1.0461
C 0.4789 -3.2372 -0.2345
C 0.7043 -2.3789 2.2266
H -0.8522 -1.9200 0.7413
H -0.9768 -3.4072 1.5670
H 0.0667 -4.1966 -0.3858
H 1.5238 -3.1256 -0.0240
H 0.9140 -3.1101 3.0052
H 1.7030 -2.0584 2.1081
H 0.0955 -2.6431 -1.1026
H 0.1652 -1.7769 2.9578

=====

--- two ---
27
Properties=species:S:1:pos:R:3 method="wB97M-V/def2-TZVPD" smiles=Cc1ccc(O)cc1.CCC e_homo_ev=-8.154 homo_lumo_gap_ev=9.00
C 2.5559 -0.2622 -0.5546
C -0.5138 0.9337 1.3623
C 0.6341 0.8740 0.6142
C -0.8597 -0.3675 1.8511
C 1.2883 -0.2959 0.2326
C -0.1775 -1.5794 1.6889
C 0.9146 -1.5209 0.7981
O -1.9813 -0.4699 2.6207
H -0.9564 1.8554 1.6064
H 1.0728 1.8522 0.3820
H -2.5775 0.3104 2.4833
H -0.3181 -2.5412 2.1949
H 2.3357 -0.3988 -1.6209
H 3.0962 -1.1771 -0.2614
H 1.4610 -2.4463 0.7215
H 3.1619 0.6223 -0.5627
C -0.7044 1.2548 -2.2947
C 0.6885 0.8704 -2.8569
C -1.6969 0.1407 -1.9609
H -0.5053 1.8445 -1.3955
H -1.2284 1.8502 -3.0644
H 1.4952 1.4032 -2.3039
H -1.7717 -0.5793 -2.7651
H -1.4543 -0.4956 -1.1067
H 0.8580 1.1402 -3.8975
H 0.6635 -0.2156 -2.8178
H -2.6350 0.5667 -1.6308

=====

--- three ---
27
Properties=species:S:1:pos:R:3 method="wB97M-V/def2-TZVPD" smiles=Cc1ccc(O)cc1.CCC e_homo_ev=-8.607 homo_lumo_gap_ev=9.48
C 2.5684 0.6628 -1.0531
C -1.2115 0.3298 -1.1598
C -1.6066 1.4611 -0.4826
C 0.1308 0.0463 -1.3999
C 1.0788 0.9832 -1.0076
C -0.6568 2.4053 -0.1247
C 0.6830 2.1569 -0.3864
O -2.9238 1.5385 -0.1031
H -1.9949 -0.3802 -1.3991
H 0.3325 -0.8709 -1.9364
H -0.9582 3.2628 0.4578
H -3.2835 2.4205 -0.2455
H 2.8839 0.2021 -0.1261
H 3.1244 1.5652 -1.3004
H 1.4386 2.8089 0.0085
H 2.7803 -0.0128 -1.8753
C 0.1598 -2.3187 1.3548
C 1.6876 -2.2393 1.3941
C -0.4061 -3.5428 2.0766
H -0.2722 -1.4307 1.8240
H -0.2919 -2.2862 0.3723
H 2.1194 -3.1612 1.7720
H 2.0304 -1.3632 1.9396
H 0.2320 -4.4157 2.0893
H -0.8488 -3.3986 3.0559
H 2.1208 -2.1709 0.3880
H -1.2852 -3.9608 1.5526

=====

Relative energy table, unit eV: one 2.499; two 0.727; three 0.000

=====

--- one ---
27
Properties=species:S:1:pos:R:3 method="wB97M-V/def2-TZVPD" smiles=CCc1ccc(O)cc1.CC e_homo_ev=-8.168 homo_lumo_gap_ev=8.96
C 1.1136 -1.9154 -1.3079
C 0.7352 -3.4137 -1.6496
C 0.5870 -1.5361 0.0254
C 1.0521 -2.2426 1.1926
C -0.3394 -0.5197 0.1608
C 0.7305 -1.7417 2.4070
C -0.8131 -0.1046 1.4264
C -0.2102 -0.6719 2.5268
O -0.4724 -0.4746 3.8467
H 2.2105 -1.9065 -1.3651
H 0.6579 -1.3960 -2.1547
H 0.8243 -3.4583 -2.7458
H 1.4759 -3.1722 0.8365
H -0.7085 -0.0150 -0.7239
H 0.9211 -2.2232 3.3640
H -1.5936 0.6009 1.6540
H -1.2076 0.0955 4.0575
H -0.3313 -3.5310 -1.4482
H 1.3604 -4.1815 -1.2104
C -1.2809 3.6081 -1.5127
C -0.1718 4.3080 -0.6857
H -2.2771 3.7288 -1.0842
H -1.3566 4.1237 -2.4760
H -1.0734 2.5310 -1.5945
H -0.7119 4.9169 0.0322
H 0.3844 4.9993 -1.3373
H 0.4949 3.5919 -0.2337

=====

--- two ---
27
Properties=species:S:1:pos:R:3 method="wB97M-V/def2-TZVPD" smiles=Cc1ccc(O)cc1.CCC e_homo_ev=-8.508 homo_lumo_gap_ev=9.37
C 2.3320 -1.7446 1.2937
C 1.9387 -2.5199 0.0752
C 3.3375 -0.6116 1.0190
H 2.8184 -2.3856 2.0294
H 1.4938 -1.2581 1.7868
H 2.7996 -2.9062 -0.4875
H 1.3470 -3.4323 0.2686
H 4.2695 -0.9837 0.5779
H 3.6078 -0.1547 1.9614
H 1.3604 -1.9981 -0.6947
H 2.9290 0.1308 0.3342
C -2.9275 2.4752 1.2188
C -2.3450 0.3010 0.1181
C -2.2338 1.6884 0.1339
C -1.6656 -0.4443 -0.8328
C -1.4384 2.3051 -0.8170
C -0.9349 0.2003 -1.8281
C -0.7612 1.5709 -1.7880
O -0.1854 -0.5167 -2.7425
H -2.8302 -0.2306 0.9157
H -1.5999 -1.5229 -0.8412
H -4.0107 2.3755 1.1678
H -2.6424 3.5141 1.1736
H -1.2607 3.3707 -0.7377
H -0.1287 2.0689 -2.5019
H -0.6287 -1.3536 -2.9802
H -2.6406 2.0622 2.1774

=====

--- three ---
27
Properties=species:S:1:pos:R:3 method="wB97M-V/def2-TZVPD" e_homo_ev=-9.041 homo_lumo_gap_ev=9.46
C 0.0827 0.4881 -1.5336
C -1.1906 -0.2691 -0.9024
C -1.7920 0.3670 0.0263
C -0.7240 0.4173 1.1506
C 0.0157 -0.7772 1.6799
C 0.5666 -1.3919 0.4575
C -0.3798 -1.6224 -0.5238
C 1.6764 -0.4788 0.0109
C 1.0598 0.8945 -0.3478
C 0.4330 1.5329 0.9423
H -0.4675 1.5426 -3.5750
H 0.7881 -0.2504 -2.0375
H -2.0508 -0.5678 -1.6371
H -2.4286 -0.2254 0.7427
H -1.8716 1.5361 0.2488
H -1.4578 0.9611 1.8626
H -0.5986 -1.5431 2.3072
H 0.8353 -0.4631 2.2507
H 1.3312 -2.1588 0.8569
H -0.1149 -2.1300 -1.3187
H -1.1891 -2.2401 0.0274
H 2.2055 -0.7795 -0.7929
H 2.4597 -0.2161 0.8138
H 1.6451 1.6982 -0.9412
H 1.2166 1.3211 1.7398
H 0.1222 2.6163 0.8011
O -0.1726 1.7383 -2.3085

=====

--- four ---
27
Properties=species:S:1:pos:R:3 method="wB97M-V/def2-TZVPD" smiles=Cc1ccc(O)cc1.CCC e_homo_ev=-8.571 homo_lumo_gap_ev=9.39
C 2.4190 -1.6166 -0.0030
C 3.9054 -1.2124 0.6118
C 1.4559 -1.4625 1.1735
H 2.5077 -2.6050 -0.5554
H 1.9955 -0.9195 -0.7980
H 4.1816 -1.9580 1.2648
H 4.6125 -1.0954 -0.2062
H 1.8171 -1.5022 2.1875
H 0.8137 -2.3926 1.2779
H 3.8925 -0.2165 1.1423
H 0.8167 -0.6889 1.0880
C -2.1922 -0.9680 -1.8974
C -1.2538 1.2471 -1.5089
C -2.0488 0.2501 -0.9459
C -0.6530 2.2576 -0.7142
C -2.5511 0.3432 0.2938
C -1.2481 2.3923 0.5389
C -2.2784 1.5950 1.0355
O -0.7682 3.5101 1.2286
H -1.2273 0.9646 -2.5719
H 0.2022 3.1052 -1.0259
H -2.5605 -0.6882 -2.8786
H -3.0352 -1.5799 -1.5696
H -3.3240 -0.3486 0.7567
H -2.7821 1.7922 1.8522
H -1.3031 3.5143 2.1503
H -1.3940 -1.7174 -1.9267

=====

Relative energy table, unit eV: one 0.894; two 0.000; three 7.326; four 2.737